Record 1
ORCA calculation (wB97M-V/def2-TZVPD) on a structure of composition C51H51BN2O8P3S2Y in a non-equilibrium geometry.

```
119
Properties=species:S:1:pos:R:3:mulliken_charge:R:1
Y 0.7130 1.4283 0.3782 -0.261
O -3.6501 2.4664 1.2977 -0.590
C -2.3495 2.1132 1.3626 -0.437
O -1.8056 1.3291 0.5785 0.297
C -1.6213 2.6549 2.4948 0.180
C -2.1578 3.4078 3.5600 -1.182
C -1.2712 3.8477 4.4807 -0.788
C 0.0730 3.5477 4.4111 -0.702
C 0.5725 2.8547 3.2794 0.404
N -0.3276 2.3586 2.4521 1.474
C 2.1052 2.5202 3.0246 -0.209
O 2.8897 2.8372 3.8953 -0.736
O 2.3270 1.9853 1.8793 -0.147
H -4.1135 2.1980 0.5120 0.427
H -3.2026 3.6209 3.6039 0.703
H -1.6430 4.3856 5.2999 0.548
H 0.7190 3.7353 5.2576 0.546
C -2.1862 -2.0572 -0.2942 -2.180
N -1.6465 -2.6202 0.9475 0.502
C -0.2186 -2.6389 1.2118 -1.542
P 0.2328 -1.1008 2.2690 2.511
C 1.7216 -1.8258 3.0763 0.146
C 1.6882 -3.0887 3.8103 0.028
C 2.8683 -3.6493 4.2473 -0.885
C 4.0775 -2.9290 4.0991 -0.633
C 4.1720 -1.8220 3.3228 -1.208
C 2.9758 -1.2325 2.8446 -0.435
C -1.0385 -0.9513 3.5679 0.607
C -0.7776 -1.1927 4.9294 -0.360
C -1.7896 -1.0844 5.8391 -0.612
C -3.0284 -0.8052 5.3771 -0.806
C -3.3449 -0.4113 4.0477 -1.369
C -2.3545 -0.6036 3.0665 -0.298
C -2.5437 -3.4086 1.6536 1.349
C -2.1567 -4.2589 2.6814 -0.574
C -3.0353 -5.0073 3.4165 -0.953
C -4.3849 -5.0248 3.0778 -0.612
C -4.8276 -4.2302 2.0223 -0.895
C -3.9076 -3.4097 1.3782 -0.200
P -0.9241 -1.3921 -1.5014 2.631
C -0.4647 -2.8986 -2.3337 0.056
C -1.4024 -3.8002 -2.7858 -0.311
C -1.0813 -4.9055 -3.6155 -0.727
C 0.2334 -5.1490 -3.9805 -0.702
C 1.2358 -4.1884 -3.5175 -0.706
C 0.8800 -3.1324 -2.6470 0.213
C -2.0687 -0.6797 -2.7322 0.485
C -3.0082 0.2382 -2.3770 0.178
C -3.6188 1.0868 -3.3173 -0.902
C -3.2975 0.9393 -4.6483 -0.521
C -2.4372 -0.1624 -5.0604 -0.932
C -1.8094 -0.9037 -4.1004 -0.724
H -2.8247 -1.1784 -0.0170 0.689
H -2.8556 -2.7345 -0.8652 0.724
H 0.3102 -2.6591 0.2949 0.046
H 0.0647 -3.6236 1.6585 0.711
H 0.6842 -3.5080 3.9294 0.150
H 2.7744 -4.5329 4.9005 0.337
H 4.9377 -3.4762 4.4206 0.359
H 5.0953 -1.3898 3.1196 0.544
H 3.0198 -0.3139 2.2784 0.580
H 0.2792 -1.5796 5.2035 0.251
H -1.6058 -1.4045 6.8805 0.398
H -3.8992 -0.7989 6.0639 0.324
H -4.3317 -0.1021 3.8068 0.564
H -2.6039 -0.5538 1.9882 0.513
H -1.1813 -4.2809 3.0885 0.120
H -2.6639 -5.5332 4.2508 0.473
H -4.9918 -5.6131 3.6776 0.470
H -5.8870 -3.8714 1.8486 0.249
H -4.2392 -2.7073 0.6481 0.378
H -2.4658 -3.5923 -2.5716 0.234
H -1.8431 -5.7465 -3.8303 0.263
H 0.4867 -6.0465 -4.4727 0.457
H 2.2962 -4.2778 -3.6973 0.439
H 1.6143 -2.4547 -2.1978 0.242
H -3.2732 0.4020 -1.3461 -0.167
H -4.3404 1.8883 -3.0729 0.331
H -3.6892 1.6651 -5.3423 0.419
H -2.2298 -0.1949 -6.1292 0.359
H -1.0168 -1.5273 -4.4036 0.388
O -1.3419 4.4191 0.0397 0.382
B -0.0317 3.9115 -0.3102 0.352
O 0.4236 4.7172 -1.4222 -0.334
C -0.5692 5.6083 -1.7113 0.767
C -0.5548 6.5344 -2.6988 -0.804
C -1.7642 7.2647 -2.8909 -0.357
C -2.8099 7.1395 -2.0994 -0.736
C -2.7825 6.1855 -1.0934 -0.808
C -1.6156 5.4732 -0.8338 0.295
H 0.2985 6.5629 -3.4481 0.321
H -1.8594 7.9642 -3.6947 0.389
H -3.7051 7.7162 -2.3104 0.385
H -3.6875 6.1011 -0.4613 0.381
C 4.3255 -0.1054 -5.2430 -1.496
C 3.8583 -1.0695 -4.1521 0.590
C 4.9933 -1.5470 -3.1736 -0.911
O 2.6432 -0.5515 -3.4637 -0.174
P 2.5405 0.6190 -2.4063 0.115
S 2.8428 -0.2893 -0.6272 -0.451
S 0.8781 1.5625 -2.7080 -0.468
O 3.7858 1.5647 -2.8973 -0.055
C 4.4718 2.5658 -2.0938 0.498
C 3.4925 3.2865 -1.1807 -1.422
C 5.7306 2.0202 -1.3921 -1.314
H 4.9762 -0.5931 -5.9655 0.470
H 4.8442 0.7225 -4.7995 0.238
H 3.4890 0.3570 -5.7915 0.333
H 3.4526 -1.9075 -4.7005 0.377
H 4.7737 -2.5319 -2.8122 0.242
H 5.0775 -0.8653 -2.3391 0.128
H 5.9109 -1.6039 -3.7725 0.420
H 4.8060 3.2538 -2.8660 0.382
H 3.1369 2.7340 -0.3391 0.325
H 2.6544 3.6632 -1.7877 0.287
H 3.9363 4.1968 -0.8460 0.708
H 5.2994 1.4511 -0.5533 0.194
H 6.2317 2.8386 -0.8868 0.466
H 6.2386 1.3860 -2.1227 0.290
```

HOMO = -7.7 eV
Gap between HOMO and LUMO = 6.81 eV
Largest force on an atom = 4.057 eV/A
Relative energy (zero: lowest compared OMol25 entry of this formula, charge and spin) = 22.6 kcal per mole
LUMO = -0.91 eV

***

Record 2
ORCA calculation (wB97M-V/def2-TZVPD) on a cluster of 3 separate species, C51H51FN5O10PS3 in total in a non-equilibrium geometry.

```
122
Properties=species:S:1:pos:R:3:mulliken_charge:R:1
C 0.7616 2.9010 0.9924 -0.892
C -0.3787 3.0580 0.1588 -0.589
C -0.4282 3.2659 -1.4105 0.636
S 0.7216 4.7443 -1.6093 -0.198
N -1.7949 3.7399 -1.7587 0.825
C -1.9293 5.1188 -2.2314 0.105
O -2.2685 5.9746 -1.3960 -0.673
O -1.7989 5.4923 -3.4778 -0.651
C -2.6033 2.8066 -2.3632 -1.123
N -3.5409 3.0381 -3.2691 0.579
P -4.6734 1.8816 -4.0128 -0.378
O -3.9634 0.7897 -5.0555 -0.222
O -5.7475 1.1920 -2.9250 -0.372
N -2.4362 1.4383 -1.8745 1.174
C -3.0981 1.3906 -0.5665 -0.238
C -4.1862 0.2164 -0.3720 -1.125
C -1.0628 0.8976 -2.0422 1.440
C -1.2898 -0.1751 -3.2276 -1.131
C -0.1419 -1.2265 -3.4672 -1.572
C -0.5644 -2.7482 -3.2094 0.261
S 0.5764 -3.8494 -4.1930 -0.073
C 1.6989 -4.6466 -2.9726 0.027
S 1.1397 -5.2693 -1.5459 -0.125
N 3.1016 -4.7163 -3.2996 0.252
C 3.7923 -5.5874 -4.1700 -0.086
C 5.2266 -5.2562 -4.1188 -0.462
N 5.3336 -4.1661 -3.2172 -0.526
C 4.0946 -3.8753 -2.7764 -0.092
C -0.5796 -0.0411 -0.8475 -2.486
O -1.4614 -1.2049 -0.6691 -0.065
C -0.9716 -2.0411 0.3105 0.594
C -1.6115 -3.4806 0.3797 -1.009
O -0.0883 -1.7757 1.0931 -0.499
C 0.0197 1.9910 -2.3070 1.253
F 1.3066 1.6512 -1.7469 -0.457
C 0.3319 2.5855 -3.7068 -0.942
C 0.3679 1.7960 -5.0548 -0.935
C -0.9457 2.1900 -5.8939 0.278
C -1.1321 1.3190 -7.2036 -1.324
H 1.2028 1.8703 1.1433 0.217
H 1.2303 3.7765 1.5139 0.261
H -1.3699 3.1227 0.7031 0.381
H 1.9521 4.1087 -1.6654 0.240
H -3.6780 4.0113 -3.5972 0.365
H -3.8117 -0.0605 -4.5742 0.333
H -6.1896 1.9541 -2.4920 0.355
H -3.7344 2.3283 -0.4770 0.553
H -2.4842 1.3868 0.3675 -0.020
H -3.9872 -0.3828 0.5497 0.281
H -5.2308 0.6210 -0.4384 0.273
H -4.0636 -0.4464 -1.2816 0.096
H -2.2244 -0.7619 -2.9570 0.587
H -1.5564 0.2989 -4.2061 0.107
H 0.8517 -0.9820 -2.9914 0.330
H 0.0796 -1.2166 -4.5809 0.778
H -1.6397 -2.8900 -3.4848 0.416
H -0.3806 -3.0328 -2.1394 -0.798
H 3.2931 -6.3920 -4.7608 0.338
H 6.0283 -5.7786 -4.6818 0.327
H 4.0163 -3.0215 -2.0613 0.365
H -0.5933 0.4608 0.1530 0.849
H 0.4429 -0.4625 -0.9864 0.954
H -1.5000 -4.0242 -0.6002 0.289
H -2.7119 -3.4293 0.6127 0.280
H -1.1247 -4.1074 1.1660 0.329
H -0.3458 3.4832 -3.8820 0.236
H 1.3645 3.0461 -3.6449 0.478
H 0.5521 0.6955 -5.0316 0.175
H 1.1966 2.2043 -5.7157 0.420
H -0.8718 3.2800 -6.1876 0.661
H -1.8052 2.1138 -5.1792 -0.542
H -2.0617 0.6919 -7.0529 0.265
H -1.4044 2.0343 -8.0360 0.362
H -0.2367 0.7170 -7.4988 0.302
C -5.5336 0.1138 7.9502 -0.470
C -5.6347 -0.6544 6.7934 -0.505
C -5.4423 -0.0685 5.5507 -0.477
C -5.1595 1.2917 5.4586 0.166
C -5.0821 2.0664 6.6170 0.155
C -5.2587 1.4711 7.8631 -0.559
C -4.8301 3.5273 6.5322 0.529
O -4.7588 4.2017 7.5412 -0.670
C -4.6751 4.1501 5.1945 0.521
C -4.4944 5.5273 5.0931 -0.662
C -4.3345 6.1172 3.8465 -0.506
C -4.3453 5.3330 2.6959 -0.605
C -4.5309 3.9615 2.7922 -0.548
C -4.7059 3.3673 4.0401 0.038
C -4.9379 1.9052 4.1267 0.493
O -4.9511 1.2217 3.1188 -0.685
H -5.6752 -0.3470 8.9211 0.396
H -5.8619 -1.7121 6.8625 0.399
H -5.5169 -0.6714 4.6533 0.468
H -5.1864 2.0659 8.7660 0.468
H -4.4816 6.1425 5.9852 0.473
H -4.1988 7.1898 3.7699 0.408
H -4.2126 5.7938 1.7231 0.481
H -4.5434 3.3554 1.8938 0.685
C 3.4263 -2.5368 2.0556 -0.525
C 4.0139 -1.6271 1.1798 -0.518
C 5.3925 -1.6016 1.0245 -0.836
C 6.1914 -2.4782 1.7539 0.282
C 5.6042 -3.3733 2.6494 0.237
C 4.2189 -3.4075 2.7894 -0.731
C 6.4454 -4.2799 3.4699 0.571
O 5.9343 -5.0629 4.2478 -0.669
C 7.9210 -4.2084 3.3309 0.193
C 8.7268 -5.0114 4.1341 -0.558
C 10.1072 -4.9615 4.0026 -0.468
C 10.6888 -4.1159 3.0616 -0.459
C 9.8904 -3.3101 2.2629 -0.556
C 8.5054 -3.3468 2.4017 0.186
C 7.6631 -2.4548 1.5671 0.598
O 8.1703 -1.7129 0.7479 -0.669
H 2.3479 -2.5613 2.1685 0.537
H 3.3937 -0.9386 0.6163 0.733
H 5.8449 -0.8953 0.3379 0.457
H 3.7578 -4.1100 3.4736 0.468
H 8.2794 -5.6737 4.8660 0.460
H 10.7327 -5.5837 4.6325 0.397
H 11.7670 -4.0830 2.9547 0.396
H 10.3477 -2.6501 1.5352 0.462
```

HOMO = -7.7 eV
Gap between HOMO and LUMO = 6.18 eV
Largest force on an atom = 7.093 eV/A
Relative energy (zero: lowest compared OMol25 entry of this formula, charge and spin) = 73.8 kcal per mole
LUMO = -1.50 eV